(1)
{"formula": "C15H30N7NiO", "method": "ωB97M-V with the def2-TZVPD basis set", "e_homo_ha": [-0.384, -0.418], "charge": 1, "fmax_ev_per_a": 2.4, "multiplicity": 3, "homo_lumo_gap_ev": [8.80, 9.37], "lumo_ev": [-1.64, -2.00], "symbols": ["Ni", "N", "C", "O", "C", "C", "H", "H", "H", "H", "H", "H", "C", "N", "C", "C", "N", "C", "C", "N", "C", "C", "N", "C", "N", "C", "C", "C", "N", "C", "H", "H", "H", "H", "H", "H", "H", "H", "H", "H", "H", "H", "H", "H", "H", "H", "H", "H", "H", "H", "H", "H", "H", "H"], "coordinates": [[8.135630, 8.477325, 9.503322], [8.698514, 4.394206, 9.750632], [8.783578, 5.727409, 9.695061], [7.756009, 6.363970, 9.569050], [10.115769, 6.409984, 9.856698], [9.962304, 7.678935, 9.008941], [7.786707, 3.958483, 9.695244], [9.518231, 3.759436, 9.738323], [10.982771, 5.729040, 9.700335], [10.086178, 6.666320, 10.929313], [9.943307, 7.397611, 7.938713], [10.805079, 8.353127, 9.175599], [6.551809, 6.587104, 12.288237], [7.949585, 6.852417, 12.573372], [8.400515, 6.322552, 13.882845], [9.687231, 7.067344, 14.035371], [9.454289, 8.324496, 13.336332], [10.601997, 9.174555, 13.119826], [8.475703, 8.102554, 12.446834], [8.039192, 8.967586, 11.557546], [8.436964, 10.351215, 11.527777], [7.391494, 11.091896, 10.651172], [7.249392, 10.317329, 9.389192], [6.617319, 10.775096, 8.331895], [6.745468, 10.181517, 7.079965], [7.053506, 8.786405, 6.837287], [5.621614, 10.686258, 6.247043], [5.361148, 12.058928, 6.827056], [5.841380, 11.848634, 8.189702], [5.466101, 12.859003, 9.168019], [6.379829, 5.498519, 12.333442], [6.315717, 6.986917, 11.345004], [5.892629, 7.036951, 13.017908], [8.495667, 5.225655, 13.884265], [7.745345, 6.683036, 14.652748], [10.556857, 6.503053, 13.599982], [9.874945, 7.234964, 15.115607], [11.347656, 8.980222, 13.923719], [10.364134, 10.242999, 13.163672], [11.080081, 9.013527, 12.105595], [9.390083, 10.519778, 11.092737], [8.394771, 10.864292, 12.516196], [7.650934, 12.152011, 10.570224], [6.472877, 11.032989, 11.272828], [8.081203, 8.612751, 7.085784], [6.989220, 8.631948, 5.759489], [6.360585, 8.082921, 7.317058], [4.703237, 10.119332, 6.408893], [5.895217, 10.640064, 5.213538], [4.304600, 12.297390, 6.862910], [5.892369, 12.883131, 6.323657], [4.407870, 13.073434, 9.002831], [6.128136, 13.763493, 9.110930], [5.410401, 12.439386, 10.151344]], "forces_ev_per_angstrom": [[0.105, -0.541, 0.334], [0.952, -1.539, 0.018], [1.393, -1.543, 0.360], [-1.658, 1.627, -0.301], [-0.619, 0.056, 0.027], [0.293, 0.492, 0.041], [0.168, 0.176, -0.083], [-0.932, 1.039, 0.083], [-0.539, 0.441, -0.142], [0.354, 0.006, -0.181], [0.129, 0.150, 0.327], [0.013, -0.005, -0.141], [0.242, -0.665, 0.585], [-0.196, -0.814, 1.001], [0.263, 0.096, -1.246], [1.623, -0.546, 1.238], [0.377, -0.781, 0.937], [1.214, 0.534, -0.639], [-0.679, 1.756, -1.436], [0.111, -1.285, -0.231], [-1.446, 1.167, 0.419], [-0.467, -1.233, 0.783], [0.117, 0.532, -0.271], [1.158, -0.733, 0.033], [-1.403, 0.277, -0.399], [-0.262, 0.384, -0.080], [0.203, -0.027, 0.722], [0.616, 0.007, -0.014], [-0.806, 1.309, 0.410], [-0.011, 0.129, -0.247], [0.149, 0.451, -0.286], [-0.403, 0.185, -1.175], [-0.139, 0.297, 0.461], [-0.109, 0.508, 0.014], [-0.768, -0.169, 0.489], [-0.613, 0.550, 0.244], [0.241, 0.020, -0.658], [-0.557, 0.012, -0.673], [-0.070, -0.364, 0.146], [-0.405, -0.113, 1.070], [1.157, 0.032, -0.373], [0.133, -0.509, -0.414], [0.135, -0.242, -0.449], [0.181, 0.057, -0.563], [0.626, -0.423, 0.368], [-0.018, -0.046, 0.066], [0.132, 0.055, 0.125], [0.083, -0.520, -0.041], [0.101, 0.169, -0.576], [-0.156, 0.082, -0.116], [-0.003, -0.264, 0.180], [0.211, 0.575, -0.400], [-0.793, -0.718, 0.139], [0.570, -0.087, 0.518]], "lowdin_spin": [1.64, 0.00, 0.00, 0.05, 0.02, 0.11, 0.00, 0.00, 0.00, 0.00, 0.01, 0.01, 0.00, 0.01, 0.00, 0.00, 0.01, 0.00, 0.01, 0.04, 0.00, 0.00, 0.03, 0.01, 0.00, 0.01, 0.00, 0.00, 0.01, 0.00, 0.00, 0.00, 0.00, 0.00, 0.00, 0.00, 0.00, 0.00, 0.00, 0.00, 0.00, 0.00, 0.00, 0.00, 0.01, 0.00, 0.00, 0.00, 0.00, 0.00, 0.00, 0.00, 0.00, 0.00]}

=====

(2)
{"formula": "C15H31ClMgP2", "method": "ωB97M-V with the def2-TZVPD basis set", "e_homo_ha": -0.279, "fmax_ev_per_a": 2.2, "homo_lumo_gap_ev": 7.42, "lumo_ev": -0.18, "symbols": ["P", "P", "C", "C", "H", "H", "H", "H", "C", "H", "H", "H", "C", "H", "H", "H", "C", "H", "H", "H", "C", "H", "H", "H", "Mg", "C", "C", "C", "C", "C", "C", "C", "C", "C", "H", "H", "H", "H", "H", "H", "H", "H", "H", "H", "H", "H", "H", "H", "H", "Cl"], "coordinates": [[-0.186564, -1.462576, -1.695769], [0.308379, 1.675360, -1.555547], [-0.318436, -0.492839, -3.265720], [0.373167, 0.866008, -3.220603], [-1.380777, -0.375873, -3.495881], [0.107344, -1.140839, -4.044955], [1.424307, 0.776454, -3.502099], [-0.086932, 1.581310, -3.913844], [-1.360500, 2.412249, -1.826420], [-1.611258, 3.097468, -1.011120], [-2.138090, 1.644602, -1.893919], [-1.305008, 2.962643, -2.770845], [1.270360, 3.203677, -1.823023], [0.844806, 3.735105, -2.679360], [2.317171, 2.952819, -2.019327], [1.221537, 3.836284, -0.932696], [-1.118423, -2.979464, -2.071840], [-0.996242, -3.688883, -1.247828], [-0.722641, -3.405772, -2.998208], [-2.182843, -2.747836, -2.183140], [1.498142, -2.086188, -2.068195], [2.247031, -1.289435, -2.068825], [1.438915, -2.535643, -3.063717], [1.793038, -2.844961, -1.338267], [0.819799, -0.414917, 4.425675], [0.480787, 2.036460, 1.164388], [-0.846958, 1.759183, 1.176396], [-1.621479, 0.627918, 0.613244], [-2.005226, -0.581916, 1.499051], [-0.858435, -1.476005, 1.793059], [0.470625, -1.242791, 1.706439], [1.248326, -0.349367, 0.796993], [1.639749, 1.070005, 1.276779], [0.414988, -2.031841, 5.664630], [0.730653, 3.066998, 1.483278], [-1.457504, 2.500972, 1.713024], [-1.142983, 0.217013, -0.298174], [-2.575021, 1.036372, 0.242253], [-2.496117, -0.264130, 2.441782], [-2.771072, -1.157154, 0.944541], [-1.131555, -2.421401, 2.293386], [1.101547, -2.044975, 2.126174], [0.717986, -0.219022, -0.178933], [2.181306, -0.877998, 0.504868], [2.060506, 1.033694, 2.313559], [2.493202, 1.390323, 0.639012], [1.121545, -2.224380, 6.491474], [0.446747, -2.845220, 4.925405], [-0.601501, -1.962043, 6.078604], [0.143603, 1.680551, 4.854242]], "forces_ev_per_angstrom": [[0.028, -0.047, -0.384], [-0.240, -0.105, -0.874], [-0.471, -0.465, -0.234], [0.373, 0.631, -0.259], [-0.021, 0.059, 0.015], [-0.163, 0.293, -0.120], [0.056, -0.082, -0.024], [0.150, -0.326, -0.266], [-0.007, 0.110, 0.119], [-0.036, -0.078, -0.136], [0.169, 0.149, -0.055], [-0.216, 0.044, 0.127], [0.111, 0.000, -0.405], [0.257, 0.185, 0.044], [-0.091, 0.112, 0.005], [-0.032, -0.082, -0.118], [-0.046, -0.050, -0.470], [-0.008, 0.074, -0.140], [-0.277, -0.265, 0.011], [0.145, -0.104, -0.005], [0.036, -0.270, 0.198], [-0.140, -0.039, 0.025], [0.298, -0.073, 0.072], [0.068, 0.047, -0.088], [-0.808, 0.336, 0.279], [-0.560, 0.215, 2.089], [0.715, 0.807, 1.065], [-0.812, -0.790, -0.340], [-0.084, 0.461, -0.878], [0.559, -0.285, 1.478], [0.053, -1.028, -0.100], [0.749, 0.830, -0.558], [0.188, -0.613, -1.198], [0.418, -0.208, -0.209], [-0.109, -0.647, 0.079], [0.144, 0.114, -0.805], [-0.211, 0.225, 0.772], [0.191, 0.045, 0.256], [0.353, -0.172, -0.321], [0.240, 0.142, 0.256], [0.104, 0.524, 0.004], [-0.352, 0.069, -0.111], [0.522, -0.026, 1.367], [-0.428, 0.146, 0.418], [-0.515, 0.390, -0.489], [-0.428, -0.003, 0.331], [-0.289, -0.048, -0.458], [-0.059, -0.322, 0.497], [0.262, 0.073, -0.197], [0.212, 0.045, -0.268]], "mulliken_charge": [1.74, 1.36, -1.47, -1.30, 0.43, 0.61, 0.46, 0.57, -1.56, 0.37, 0.27, 0.57, -1.41, 0.41, 0.38, 0.35, -1.38, 0.37, 0.44, 0.38, -1.64, 0.32, 0.55, 0.38, 0.82, -0.49, -0.23, 0.08, -0.85, -0.47, -1.24, 0.85, -0.94, -1.11, 0.45, 0.27, -0.90, 0.62, 0.39, 0.44, 0.38, 0.60, -1.57, 0.73, 0.40, 0.36, 0.33, 0.21, 0.28, -0.62]}